Computed, not measured: an isolated ion of composition C4H6NOS and charge +1, with ωB97M-V/def2-TZVPD.

Geometry as XYZ:
```
13
Properties=species:S:1:pos:R:3:forces:R:3
C 2.32292 0.99292 -0.29954 -1.32 -4.79 -1.63
N 1.14854 0.65294 0.07366 0.20 0.25 -0.77
S -0.12964 1.56969 0.65021 -0.40 0.94 1.01
C -1.35493 0.25069 0.49756 0.04 -0.43 0.05
C -0.66406 -1.01536 0.06045 -0.92 0.79 -0.28
C 0.68992 -0.75396 -0.30554 2.62 -0.71 -0.93
O 1.50344 -1.45676 -0.79264 -0.28 0.01 -0.07
H 2.84553 1.82139 -0.13525 1.39 3.82 0.96
H 2.79492 0.20731 -0.94026 -0.11 0.53 0.90
H -2.02141 0.52625 -0.25704 -1.19 0.80 -1.05
H -1.90766 0.09223 1.41204 0.09 0.24 0.31
H -1.10085 -1.63946 -0.70795 -0.47 0.24 -0.29
H -0.62725 -1.61062 0.90458 0.35 -1.69 1.80
```
Forces are in eV/Å.

Output
- orbital gap (eV) = 8.7442
- total charge = +1
- relative energy (zero: lowest compared OMol25 entry of this formula, charge and spin) (kJ/mol) = 122.7
- HOMO level (eV) = -14.4463
- E_LUMO (eV) = -5.7
- M (g mol⁻¹) = 116.2


Computed, not measured: an isolated ion of composition C4H6NOS and charge +1, with ωB97M-V/def2-TZVPD.

Geometry as XYZ:
```
13
Properties=species:S:1:pos:R:3:forces:R:3
C 1.35926 -1.44674 -0.01201 -0.14 -3.76 -1.24
C 3.08871 0.97559 0.19158 -2.79 -0.63 -0.07
C -0.29234 0.29924 -0.13096 2.20 2.41 -1.89
C 0.08368 -1.07199 -0.18874 -2.03 2.83 1.52
N -1.48830 0.83320 -0.28085 -0.51 -0.22 0.87
O 4.04836 1.58427 -0.05970 0.46 -0.02 0.12
S 2.90965 -0.87659 -0.21138 1.87 0.51 0.27
H 1.38314 -2.62487 -0.07210 0.49 2.24 0.47
H 2.07033 1.31549 0.59876 1.67 0.21 0.06
H 0.62543 1.07670 -0.23663 -2.73 -1.68 0.51
H -0.76077 -1.70457 -0.03890 -0.09 -1.10 -0.30
H -1.80660 1.77873 -0.12773 1.49 0.80 -0.20
H -2.37444 0.36147 -0.24612 0.12 -1.58 -0.12
```
Forces are in eV/Å.

Output
- orbital gap (alpha / beta) (eV) = 8.1928 / 8.1921
- total charge = +1
- relative energy (zero: lowest compared OMol25 entry of this formula, charge and spin) (kJ/mol) = 188.9
- HOMO level (alpha / beta) (eV) = -14.0165 / -14.0161
- E_LUMO (alpha / beta) (eV) = -5.8 / -5.8
- M (g mol⁻¹) = 116.2


Computed, not measured: an isolated ion of composition C4H6NOS and charge +1, with ωB97M-V/def2-TZVPD.

Geometry as XYZ:
```
13
Properties=species:S:1:pos:R:3:forces:R:3
C -1.55485 -0.38805 0.12235 4.93 1.63 -1.00
C -1.37085 0.91472 0.20779 0.48 0.23 1.12
C -0.06370 -0.93443 -0.20744 -1.59 -0.15 -2.60
C 0.88375 0.29498 -0.00861 -2.98 0.19 0.59
N 0.00662 1.28705 0.17200 1.64 -1.49 -0.27
O 0.27429 -2.09259 0.38820 0.95 -1.66 0.63
S 2.58469 0.18458 0.04694 0.18 1.40 -0.43
H -2.50623 -0.74638 0.03627 -1.97 -1.88 -0.03
H -2.04879 1.66722 0.54355 -0.40 0.47 -0.39
H -0.02306 -1.08750 -1.35906 -0.25 0.65 1.39
H 0.32044 2.17450 0.45967 0.23 1.42 0.07
H 0.49957 -2.82050 -0.23167 -0.26 0.84 0.51
H 2.99813 1.54640 -0.17001 -0.96 -1.66 0.41
```
Forces are in eV/Å.

Output
- orbital gap (eV) = 9.0494
- total charge = +1
- relative energy (zero: lowest compared OMol25 entry of this formula, charge and spin) (kJ/mol) = 128.7
- HOMO level (eV) = -14.1868
- E_LUMO (eV) = -5.1
- M (g mol⁻¹) = 116.2


Computed, not measured: an isolated ion of composition C4H6NS and charge +1, with ωB97M-V/def2-TZVPD.

Geometry as XYZ:
```
12
Properties=species:S:1:pos:R:3:forces:R:3
C -2.69083 1.33369 -0.33051 7.79 -3.16 2.90
C 0.82308 0.66215 0.47483 0.11 -1.37 -0.10
C -1.56333 0.87304 0.09053 -8.90 4.04 -3.02
C -0.32924 -1.24177 0.05356 0.16 -2.92 0.94
N -0.45964 0.20465 0.25367 6.67 -0.05 1.11
S 1.68244 2.05795 1.00860 -0.19 -0.27 -1.21
H -3.54545 1.80516 -0.69580 -1.00 0.48 -0.22
H 1.55279 -0.19769 0.36657 -1.04 1.47 -0.10
H 0.61065 -1.65891 0.56833 -1.58 0.86 -0.67
H -0.22226 -1.53466 -0.99827 -0.60 0.35 0.18
H -1.13873 -1.76618 0.59245 0.06 0.35 -0.73
H 2.90491 1.65066 0.40444 -1.48 0.22 0.91
```
Forces are in eV/Å.

Output
- orbital gap (alpha / beta) (eV) = 8.0949 / 8.0935
- total charge = +1
- relative energy (zero: lowest compared OMol25 entry of this formula, charge and spin) (kJ/mol) = 335.1
- HOMO level (alpha / beta) (eV) = -13.9016 / -13.9007
- E_LUMO (alpha / beta) (eV) = -5.8 / -5.8
- M (g mol⁻¹) = 100.2


Computed, not measured: an isolated ion of composition C4H6NS and charge +1, with ωB97M-V/def2-TZVPD.

Geometry as XYZ:
```
12
Properties=species:S:1:pos:R:3:forces:R:3
C -0.89046 -0.94214 0.27622 3.96 2.17 -0.58
C -0.91695 0.56220 0.58229 -1.44 0.46 1.95
C 1.48732 -0.55166 -0.19874 2.76 0.47 0.60
C -0.40342 1.04051 -0.69045 -1.26 3.15 -0.38
N 0.30785 -1.17203 -0.11256 -3.72 -5.63 2.01
S 1.12170 1.00021 -1.24476 0.34 -0.52 0.50
H -1.83211 -1.46368 0.40018 0.57 -1.04 -0.42
H -2.02661 0.91484 0.81315 2.70 -0.31 -0.30
H -0.11922 0.64449 1.44727 -1.88 0.31 -1.40
H 2.19291 -0.47231 0.75108 -2.15 0.56 -1.10
H 2.21422 -1.17824 -0.74654 -0.41 0.61 -0.83
H -1.13524 1.61782 -1.27716 0.53 -0.23 -0.04
```
Forces are in eV/Å.

Output
- orbital gap (eV) = 7.9722
- total charge = +1
- relative energy (zero: lowest compared OMol25 entry of this formula, charge and spin) (kJ/mol) = 268.5
- HOMO level (eV) = -14.0951
- E_LUMO (eV) = -6.1
- M (g mol⁻¹) = 100.2


Computed, not measured: an isolated ion of composition C4H6NS and charge +1, with ωB97M-V/def2-TZVPD.

Geometry as XYZ:
```
12
Properties=species:S:1:pos:R:3:forces:R:3
C 0.10340 -0.51524 -1.69072 1.30 -3.64 -1.28
C -0.44755 0.75245 -1.16804 -3.44 1.95 -0.97
C 0.13225 -0.16718 -0.27894 0.41 0.13 -3.07
N 0.32780 -0.41843 0.88726 1.65 -1.20 2.77
C 0.17769 0.14971 2.14995 -3.15 -0.59 0.85
S 0.78529 -1.60263 2.06440 -0.43 0.91 -0.12
H 1.10347 -0.55203 -2.25798 -1.54 0.49 1.05
H -0.48151 -1.46189 -1.96049 0.41 1.73 0.34
H -1.57436 0.91518 -1.08850 1.44 -0.55 -0.05
H -0.02091 1.66137 -1.50938 0.81 0.71 0.09
H 0.82744 0.89184 2.52980 0.92 0.58 -0.05
H -0.93302 0.34684 2.32264 1.62 -0.51 0.44
```
Forces are in eV/Å.

Output
- orbital gap (eV) = 10.0015
- total charge = +1
- relative energy (zero: lowest compared OMol25 entry of this formula, charge and spin) (kJ/mol) = 279.4
- HOMO level (eV) = -14.6292
- E_LUMO (eV) = -4.6
- M (g mol⁻¹) = 100.2


Computed, not measured: C4H6NiO2 as an isolated structure, with ωB97M-V/def2-TZVPD.

Geometry as XYZ:
```
13
Properties=species:S:1:pos:R:3:forces:R:3
O 2.79891 -0.28109 1.01718 -0.73 2.13 -1.06
C 2.44491 0.89361 0.82725 -0.34 -1.92 1.48
H 0.07703 -0.20217 1.16121 -1.76 -0.10 0.11
H 2.82531 1.57898 1.64278 0.10 0.24 -0.68
C -1.06830 -0.18988 1.01853 1.05 -0.05 -0.58
C -1.56601 -0.39920 -0.21026 -0.05 -0.24 0.55
C -0.68951 -0.55979 -1.43230 0.18 -0.47 -0.06
O -0.00109 0.61895 -1.74413 0.14 0.55 0.32
Ni 0.79934 1.36770 -0.30339 0.66 -0.64 -0.12
H -2.64830 -0.50837 -0.35147 0.35 0.22 0.13
H -1.73189 -0.08143 1.87982 0.51 0.08 -0.17
H -1.30788 -0.89527 -2.28458 0.31 0.20 0.21
H 0.06748 -1.34205 -1.22063 -0.42 -0.01 -0.12
```
Forces are in eV/Å.

Output
- orbital gap (alpha / beta) (eV) = 8.2832 / 7.3691
- expectation value of S² = 2.009
- relative energy (zero: lowest compared OMol25 entry of this formula, charge and spin) (kJ/mol) = 0.0
- HOMO level (alpha / beta) (eV) = -8.4220 / -8.6024
- E_LUMO (alpha / beta) (eV) = -0.1 / -1.2
- 2S+1 = 3
- M (g mol⁻¹) = 144.8


Computed, not measured: C4H6O as an isolated structure, with ωB97M-V/def2-TZVPD.

Geometry as XYZ:
```
11
Properties=species:S:1:pos:R:3:forces:R:3
O 2.27406 -1.05012 1.01376 -2.77 -0.05 -0.75
C 0.96297 -1.16098 0.78252 2.17 0.40 0.61
H 0.29380 -1.00012 1.66363 0.02 0.41 -0.38
H 0.63411 -2.10486 0.28023 -0.01 0.48 -0.37
C -0.19398 1.48237 -0.12729 -0.01 0.21 0.36
C -1.27407 0.50187 -0.41700 -0.04 0.08 0.03
C 0.21612 0.21163 -0.49341 0.74 -1.13 0.45
H 0.01756 2.51983 -0.37664 -0.06 -0.37 -0.04
H -1.86087 0.60367 -1.33843 0.01 -0.09 0.14
H -1.82785 0.05198 0.41792 0.06 0.05 -0.22
H 0.75814 -0.05528 -1.40530 -0.12 0.00 0.16
```
Forces are in eV/Å.

Output
- orbital gap (alpha / beta) (eV) = 6.3235 / 7.3930
- expectation value of S² = 0.768
- total charge = -1
- relative energy (zero: lowest compared OMol25 entry of this formula, charge and spin) (kJ/mol) = 209.9
- HOMO level (alpha / beta) (eV) = -1.7218 / -2.9568
- E_LUMO (alpha / beta) (eV) = 4.6 / 4.4
- 2S+1 = 2
- M (g mol⁻¹) = 70.1


Question: Among the records above, which one has the lowest relative energy (zero: lowest compared OMol25 entry of this formula, charge and spin)?
Answer: C4H6NiO2